Record 1
Formula: C7H10ClLuN
Source: OMol25
Level of theory: wB97M-V/def2-TZVPD

Geometry as XYZ:
```
20
Properties=species:S:1:pos:R:3:forces:R:3
C -1.10158 -0.59343 -1.13870 0.70 -0.30 -0.04
C 1.15917 -0.68620 -1.58764 -0.58 -0.71 -0.39
H -0.09980 1.03899 -2.30305 0.12 -0.05 0.17
H -2.68832 0.82279 0.96706 -0.32 -0.30 0.55
H -1.20915 -2.62661 -0.21360 0.19 0.36 0.27
H 0.18768 1.52182 2.21266 -3.24 0.71 0.01
C 0.79831 -1.87298 -0.86759 -0.33 0.72 -0.64
Lu 0.72393 0.25268 0.71469 1.27 -1.53 -2.69
C -0.60138 -1.81387 -0.60297 0.20 0.57 -0.42
C -0.01498 0.11582 -1.74121 0.08 -0.97 0.15
H 1.43990 -2.73137 -0.68319 -0.06 0.35 0.14
N 3.30737 1.24092 -0.78865 -1.68 1.19 1.86
C -0.85892 1.53886 1.55721 6.07 2.92 -0.26
H 3.03229 2.21333 -0.38548 0.65 -1.18 -0.80
Cl 0.52177 -0.86637 2.78789 0.70 -1.35 1.42
H 2.14273 -0.46706 -1.98249 -0.16 0.13 0.25
H -0.49375 2.19137 0.69311 -1.77 -0.16 0.65
C -1.97467 0.79195 1.78611 -2.00 -1.15 0.94
H -2.14498 -0.30879 -1.17339 0.14 0.10 0.21
H -2.12562 0.23815 2.74924 0.02 0.66 -1.36
```
Forces are in eV/Å.

Calculated values
ΔE to the lowest compared entry with this formula, charge and spin   523.9 kJ/mol
Orbital gap (spin up / spin down)   7.484 / 5.057 eV
E_LUMO (spin up / spin down)   3.267 / 3.434 eV
Net charge   -1

Mulliken atomic charge list, values in e, 8 entries:
1. C -0.41
2. C -0.57
3. H 0.43
4. H 0.33
5. H 0.37
6. H 0.15
7. C -0.69
8. Lu 0.99

***

Record 2
Formula: C45H126N4O20
Source: OMol25
Level of theory: wB97M-V/def2-TZVPD

Geometry as XYZ:
```
195
Properties=species:S:1:pos:R:3:forces:R:3
H 0.30955 6.93770 6.34547 -0.17 -0.28 0.10
H 0.74613 7.92163 3.64893 -0.40 0.61 -0.36
O -4.37060 1.62792 -5.37620 0.82 -0.58 -0.27
C -6.55915 2.95480 -2.40623 0.34 -0.08 1.72
H -4.83417 2.23597 -4.79571 -0.34 -0.16 0.22
H -3.65369 7.76231 4.60495 0.01 -0.61 0.06
H 0.01860 8.43210 5.52497 -0.08 0.14 -0.10
H 5.48739 -3.01803 5.34189 0.12 0.05 0.12
C 5.18211 -1.38729 3.99451 1.41 -0.30 -0.64
H 2.51372 -4.61632 -0.27309 0.35 -0.52 0.39
O -2.98302 -4.29641 -0.14480 -0.19 -0.75 -0.91
C 0.12018 -7.26521 -0.34843 -1.40 0.34 -0.54
H 4.27358 -3.80014 2.74838 -0.25 -0.14 -0.46
H 6.32923 0.28873 4.87241 0.24 0.06 -0.51
H -6.98125 1.64777 -3.84028 -0.15 0.06 0.40
H -1.43050 0.59757 4.76423 0.18 0.00 0.32
O -3.88403 -1.75996 0.88449 -0.23 -0.31 0.05
H -3.01514 5.38607 6.08817 -0.22 0.26 -0.53
H 0.14365 -4.65918 -3.98991 0.10 -0.33 -0.25
H -2.19048 -4.40938 0.37993 0.21 0.31 0.42
H 0.11337 0.59812 -7.56071 0.03 -0.12 0.18
H -1.20432 -0.64226 -3.33668 -0.21 0.34 0.03
O 4.73534 -0.67368 -2.21846 0.13 -0.56 -0.60
C 0.58315 7.17794 2.86889 1.19 0.32 1.36
H -1.33840 -0.46647 0.93363 -0.12 0.84 -1.34
C 0.51286 2.24613 -0.89226 -0.38 -0.15 -0.35
H -1.30937 -2.68434 1.83197 0.11 1.00 0.03
H -5.28948 -0.19551 -5.62076 0.47 -0.42 -0.32
H 4.87075 -1.61281 -2.07250 0.18 0.05 0.16
H -2.80890 9.46820 2.97859 -0.60 -0.43 -0.07
H 4.06691 0.90815 -1.11399 -0.16 -0.13 -0.10
H 5.65454 0.32998 -0.70828 -0.02 -0.25 0.51
H 0.89390 5.12357 -0.66170 -0.08 -0.05 0.18
H 1.14734 3.39478 -4.62967 0.18 -0.44 -0.30
C -0.48008 7.64406 6.08926 0.08 0.64 -1.04
H 0.66158 0.46443 0.36361 0.39 0.03 0.15
H -3.27639 -4.56385 -4.92500 -0.26 -0.11 -0.12
H -1.56466 -1.56041 -7.30098 -0.06 -0.59 -0.49
H 3.44583 -7.41565 0.27938 -0.03 0.47 -0.19
O 3.66839 0.32885 4.66175 -0.38 1.88 0.23
C -2.63467 8.12214 4.74715 0.17 -0.02 -1.33
H -3.16092 3.11340 -2.10267 0.08 0.16 -0.11
C 0.69799 0.70536 -0.69880 -0.80 1.14 -0.82
H 3.45351 0.26757 5.59538 0.00 0.95 0.25
C -3.22104 2.10382 0.21503 0.59 -1.07 -0.21
N 3.83977 -0.98682 4.42028 -0.20 -3.33 -0.03
H -1.04712 -2.18106 -1.16132 -0.05 -0.37 0.42
H -7.37842 3.56411 -2.02459 -0.89 -0.50 -0.48
H -1.58833 5.67927 6.96323 -0.05 0.13 0.32
C 2.65057 -1.68997 3.91909 -0.78 -0.64 -1.06
H 1.37703 -1.46313 5.75247 0.24 -0.01 0.06
H 1.64660 0.42597 -1.15724 0.10 -0.26 0.22
C 1.47038 -6.59431 -0.52504 1.11 -0.46 0.50
H -5.50361 -3.49304 -1.87479 -0.37 -0.04 0.49
H 2.10531 -6.12709 -4.71746 0.22 -0.35 -0.55
H 4.15844 -0.64405 -0.25598 0.23 0.23 0.31
H 0.35743 5.52156 4.88727 0.78 -0.36 0.33
N -1.68023 0.35871 -0.70263 -0.01 -0.52 0.48
H 1.00169 7.52959 1.92588 -0.70 0.19 -0.19
H -1.70172 -3.10582 -4.13527 -0.21 0.18 -0.76
H -0.82361 8.10820 7.01374 -0.13 -0.17 -0.01
H -3.05770 1.50391 -2.75738 -0.09 -0.20 0.29
H 1.28253 -5.09486 0.96861 0.28 0.17 0.03
H 0.56667 -2.14420 -1.78596 0.26 0.66 -0.14
H -1.70204 2.54959 -2.92542 0.21 0.15 0.35
H -0.41173 0.99621 -3.12480 -0.54 -0.19 -0.66
C -0.09635 -1.65555 -1.07201 -1.30 1.16 0.93
C -2.36919 6.20243 6.41126 -0.06 -0.83 -0.04
C -0.81346 5.43260 1.90111 -0.51 -1.25 -0.44
H 1.29227 2.81335 -0.38345 0.17 -0.22 0.08
H 1.49280 -4.27921 -2.98168 0.04 0.04 0.19
O 1.02687 4.34128 -4.70630 -0.45 0.38 -0.12
H -0.23715 4.53671 2.13208 0.75 0.52 0.13
H 5.44385 0.06323 2.34767 -0.46 -0.03 -0.11
C 0.59215 -4.89170 -3.02406 0.48 0.92 -0.30
H -5.04014 0.22591 -3.98840 0.00 0.09 0.33
C 1.36995 -6.85842 -4.38205 1.54 -0.05 0.25
H -0.28365 -6.99074 0.62610 0.44 -0.33 0.28
H 0.57605 2.53239 -1.94210 0.21 -0.22 -0.22
H -6.37662 2.11040 -1.74157 -0.28 -0.08 0.24
H 1.79892 -7.85087 -4.24375 0.45 -0.07 -0.18
H 2.15036 -8.54622 -0.00937 0.05 -0.05 0.46
C 1.66828 2.73398 3.21061 -0.35 0.58 0.70
C 1.46413 5.80728 -1.29056 -0.58 0.13 0.55
H -5.75614 3.64772 -2.15496 0.71 -0.14 -0.96
O -1.71105 0.87823 3.89317 0.16 0.08 -0.25
O -0.41724 5.01003 4.64268 -0.39 0.90 0.35
H 0.88834 -4.32524 -0.55061 -0.57 -0.72 -0.11
H 5.93044 -0.93288 5.95261 0.02 -0.37 0.15
H 0.20211 -8.34673 -0.45651 0.37 0.00 0.48
O -1.03227 -3.57406 1.61320 0.48 -0.98 0.00
H 2.85301 -2.34558 1.79247 0.62 -0.15 0.17
H -1.76300 -7.59283 -1.25801 -0.20 0.20 0.30
H 1.03763 -0.29942 4.46785 -0.05 0.12 0.01
H 3.51838 -6.86813 -2.91236 0.15 -0.18 -0.83
H -2.78013 8.96693 5.42040 0.52 -0.18 0.45
H -0.34863 -8.16413 -2.96629 0.31 -0.16 0.11
H -3.05270 1.70138 1.21393 0.71 -0.48 0.03
H -3.04038 -2.16590 -3.41142 -0.08 -0.04 -0.30
C -5.79828 -2.50642 -2.23236 -0.43 0.67 0.43
H 1.35618 6.48017 3.19085 -0.15 -0.80 -0.11
C -0.40480 -7.09404 -2.76663 -1.35 -0.06 1.32
C 5.49282 -1.01478 2.50129 0.14 -0.58 0.98
C -2.03739 1.83761 -0.81056 -0.16 0.24 0.75
H -2.62531 0.60085 3.83454 -0.38 0.06 0.04
H 2.09314 -7.38767 1.38769 -0.16 -0.26 -0.10
H -5.01002 -1.80321 -1.96355 0.53 0.14 -0.27
H -3.21337 -1.49164 1.51254 0.69 0.21 0.49
H 3.06450 4.76754 -1.72848 -0.04 0.02 0.05
C -0.40414 -0.06453 -2.87404 0.05 1.38 -0.19
H -4.09664 1.55118 -0.12557 -0.30 0.54 -0.22
H -5.29664 -2.97037 -3.95508 -0.09 -0.24 -0.87
H 0.32427 -1.68746 -0.06694 -0.12 -0.65 0.07
C -0.52086 -0.09286 -7.00538 -0.18 1.05 1.50
H -3.62503 -0.27328 -4.82565 0.16 0.07 -0.56
H 2.02928 2.58402 4.22810 0.48 0.07 0.12
C -4.55714 0.27448 -4.96434 -1.08 0.90 0.58
H 1.59968 3.80394 3.01419 -0.21 -0.08 0.18
C -1.67920 7.00578 5.30090 0.27 0.25 0.99
C -2.48740 2.26518 -2.22511 -0.37 -0.12 0.04
H 2.10505 1.27691 -6.01328 0.11 -0.02 -0.16
O -1.24225 -0.86088 1.80048 -0.24 -1.17 0.70
O -0.74934 -1.25052 -7.70199 -0.60 -1.73 -1.26
H 2.01955 6.48276 -0.63991 0.09 0.13 -0.04
C 2.36446 -7.53708 0.34262 0.62 0.58 -0.39
C 1.30145 -1.33704 4.67242 1.19 0.72 -0.18
N 1.89856 -6.78192 -1.94169 0.01 2.89 -0.57
H -1.48205 0.36409 -6.76996 0.06 0.70 -0.13
H -2.50726 -3.68446 -2.74512 -0.32 -0.18 0.26
H 3.94239 -0.64179 -3.66858 0.12 0.50 0.51
H -1.71767 8.00697 1.44553 0.66 -0.42 -0.29
H -2.94519 6.83425 7.08738 0.19 0.14 -0.02
H -3.28561 -3.41279 0.06469 -0.27 0.29 0.21
C -2.69224 -3.16223 -3.68382 -0.42 -0.54 0.50
C 0.90680 -6.38860 -3.01738 -1.98 -0.88 -1.01
H 2.18036 -2.40671 -4.34571 -0.16 -0.08 0.51
H 1.31832 4.68930 -3.86359 0.30 0.15 0.26
H -0.12516 -0.39562 -6.03591 0.70 0.68 0.26
H 0.52962 -0.40473 -3.32175 0.22 -0.31 0.41
C -0.43770 -0.13181 -1.35243 1.76 -0.70 -0.76
C 6.26616 -0.79820 4.92438 -0.96 1.19 0.61
H 6.25502 -3.34172 3.79612 0.33 0.59 -0.02
H 7.25662 -1.24595 4.84311 -0.20 -0.06 -0.39
H 6.51550 -1.29769 2.25192 0.10 -0.12 0.09
H -4.70352 -1.42969 1.25272 -0.43 0.02 -0.12
H -1.33722 -5.90019 -1.07503 -0.08 0.15 -0.71
H 2.09084 -3.82153 3.87606 -0.39 0.28 -0.15
C 3.11421 -1.99168 -4.72489 -0.40 -0.37 -1.11
H 0.46457 -1.94991 4.33760 0.28 -0.18 -0.25
H 1.30431 -1.99346 2.21375 -0.40 0.66 0.10
C 4.20211 -3.79620 3.83603 0.63 1.30 -1.45
H 0.74637 6.38037 -1.87749 0.11 0.05 -0.04
H -0.55911 5.84280 0.92380 0.20 -0.18 -0.04
H 2.46707 1.26337 2.27540 0.21 -0.09 0.06
H -0.15495 -4.52962 -2.31777 0.31 -0.37 0.29
C -0.94348 -6.87964 -1.34658 0.03 -0.47 -0.13
H 0.63018 -7.03293 -5.16332 -0.40 0.60 0.45
C 2.88764 -3.17391 4.24185 0.09 -0.90 0.81
H 2.99144 -2.03434 -5.80712 0.19 -0.23 -0.16
C -1.93388 7.50780 2.39009 0.07 1.97 0.47
H 3.95781 -2.62399 -4.44811 0.07 -0.15 0.07
H -1.21208 -6.75411 -3.41536 0.50 0.35 -0.52
O -6.60464 2.52390 -3.72997 0.31 0.75 -0.86
H -6.67508 -2.04913 -1.77389 -0.19 -0.68 0.45
C 4.65341 -0.00137 -0.98404 0.03 0.53 0.19
H -3.39957 3.14473 0.48473 -0.13 0.21 -0.93
C 5.37447 -2.90150 4.26403 -1.06 -1.01 0.26
H 2.48210 -0.69814 1.76920 -0.25 0.42 0.57
O 1.78402 1.65401 -5.19415 -0.38 0.29 0.15
H -3.04045 -1.00359 -0.42870 -0.25 0.07 0.39
H 2.16145 1.10011 -4.51079 0.26 -0.42 0.06
C -0.83533 2.71062 -0.35368 -0.07 -0.87 0.70
O 3.17066 -6.30464 -2.21725 -1.45 -0.87 1.50
O 2.51855 2.22092 2.23001 0.22 -0.52 -0.57
O 3.30752 -0.66190 -4.38840 -0.27 0.49 -0.16
O -6.08733 -2.55692 -3.60088 0.40 0.17 -0.25
C -2.17182 8.67159 3.36283 0.48 -0.26 1.22
C 2.30755 -1.59468 2.36406 0.28 -1.08 0.15
H -1.25834 9.24210 3.53072 0.49 -0.22 -0.06
O -3.72333 -3.85424 -4.45777 1.44 0.76 0.49
O -2.79481 -0.42036 -1.15057 0.48 0.72 -1.22
H -0.71381 2.69754 0.72945 -0.39 -0.49 0.38
H 4.83095 -1.60634 1.86877 0.00 0.44 -0.23
N -1.28386 6.05377 4.21812 -0.67 0.43 -1.04
C -0.80554 6.56689 2.89795 -1.53 -0.26 -0.51
O 2.28014 5.09701 -2.17326 0.49 -0.22 -0.60
H -1.78961 4.95830 1.79973 -0.49 0.48 0.06
H -1.09149 3.76001 -0.49944 0.16 0.02 -0.68
H 0.67344 2.28933 3.23671 -0.29 0.05 -0.49
H -2.90218 7.04604 2.19701 0.20 -0.71 0.34
H 2.87135 -3.25773 5.32850 -0.28 0.09 0.24
H 4.32988 -4.84746 4.09414 -0.13 0.13 0.53
H -1.19153 -0.11558 2.39897 0.03 0.43 0.76
H -0.99586 -4.02794 2.45516 -0.02 -0.18 0.27
C 1.53905 -5.06884 -0.09046 0.16 -0.47 -0.16
```
Forces are in eV/Å.

Calculated values
Spin multiplicity   2
Orbital gap (spin up / spin down)   7.375 / 3.269 eV
E_LUMO (spin up / spin down)   -2.696 / -6.802 eV
Net charge   +1

Mulliken atomic charge list, values in e, 8 entries:
1. H 0.38
2. H 0.24
3. O -0.56
4. C -0.51
5. H 0.34
6. H 0.40
7. H 0.38
8. H 0.39

***

Record 3
Formula: C6H12O
Source: OMol25
Level of theory: wB97M-V/def2-TZVPD

Geometry as XYZ:
```
19
Properties=species:S:1:pos:R:3:forces:R:3
H 1.57525 -1.79406 -2.03926 -0.14 0.09 -0.01
H -0.78270 -0.07786 -1.10134 0.12 0.00 0.03
H -1.33451 2.74756 0.86167 0.03 -0.15 -0.01
H -0.45997 -2.45669 -0.16522 0.09 0.15 0.07
C 0.06127 -1.57211 0.21968 0.01 0.01 0.12
C 0.24387 1.40506 1.48674 -0.14 -0.07 0.18
C 1.16270 0.64176 -0.76163 -0.32 0.05 0.42
O 1.06011 1.42880 0.27495 0.25 -0.07 -0.36
H -1.71273 1.02669 0.61511 0.03 0.07 0.08
H -0.12044 -1.98838 -2.53109 0.08 0.11 0.09
H -1.72355 1.71484 2.24653 0.07 0.01 -0.15
H -0.51053 -1.21164 1.07917 0.09 -0.02 -0.12
H 0.71607 2.18848 2.08474 -0.06 -0.20 0.00
H 0.80166 -0.53654 -3.00337 -0.05 -0.11 0.11
C -1.21698 1.74227 1.27485 -0.05 -0.02 -0.12
C 0.20110 -0.54321 -0.91479 0.02 0.07 -0.06
H 0.36448 0.45376 2.00504 0.08 0.01 -0.15
H 1.04432 -1.90818 0.57066 -0.12 0.09 -0.04
C 0.63058 -1.26055 -2.20241 0.00 -0.03 -0.07
```
Forces are in eV/Å.

Calculated values
ΔE to the lowest compared entry with this formula, charge and spin   332.0 kJ/mol
Orbital gap   8.459 eV
E_LUMO   0.732 eV

Mulliken atomic charge list, values in e, 8 entries:
1. H 0.34
2. H 0.13
3. H 0.32
4. H 0.40
5. C -1.36
6. C -0.33
7. C -0.68
8. O -0.09